111
Properties=species:S:1:pos:R:3 method="wB97M-V/def2-TZVPD" de_lowest_kcal_mol=4.2 s2=2.046 gap_ev="5.94 / 6.44" fmax_ev_per_a=1.62 e_tot_ev=-100894.96677 lumo_ha="-0.2648 / -0.2602" charge=+2 multiplicity=3
W -0.0140 0.0334 -0.0111
C -0.4252 2.9645 -2.4966
C 0.3228 1.8228 -3.1745
C 1.0675 2.3455 -4.3956
P 1.2735 0.8670 -1.8865
C 2.2421 -0.4665 -2.7677
C 1.2909 -1.3167 -3.6082
C 3.4683 0.0218 -3.5355
C 2.5364 1.7664 -0.9247
C 3.4492 2.6800 -1.4359
C 4.5158 3.1226 -0.6681
C 4.6997 2.6115 0.6066
C 3.7956 1.7106 1.1396
C 2.6623 1.3164 0.4182
N 1.6638 0.4906 0.9145
C 1.7653 -0.1512 2.1632
C 2.0514 0.4826 3.3731
C 2.1612 -0.2647 4.5368
C 2.0160 -1.6410 4.5076
C 1.6887 -2.2786 3.3216
C 1.5243 -1.5484 2.1557
P 1.1425 -2.2428 0.4904
C 0.0568 -3.7518 0.6614
C -1.2727 -3.3756 1.3109
C 0.6015 -4.9969 1.3598
C 2.8349 -2.9942 0.1747
C 3.9519 -1.9596 0.2865
C 2.8867 -3.7807 -1.1296
H -1.1783 3.3773 -3.1664
H -0.9193 2.5945 -1.5956
H 0.2615 3.7702 -2.2409
H -0.4134 1.0675 -3.4972
H 1.8198 3.0807 -4.1242
H 1.5297 1.5535 -4.9736
H 0.3456 2.8430 -5.0418
H 2.6003 -1.0828 -1.9309
H 0.9073 -0.7722 -4.4667
H 1.8120 -2.1930 -3.9906
H 0.4446 -1.6639 -3.0090
H 3.2068 0.5148 -4.4664
H 4.0606 0.7072 -2.9312
H 4.0996 -0.8290 -3.7863
H 3.3372 3.0489 -2.4427
H 5.2207 3.8288 -1.0789
H 5.5490 2.9224 1.1953
H 3.9804 1.2888 2.1139
H 2.1888 1.5552 3.4139
H 2.3826 0.2382 5.4652
H 2.1535 -2.2203 5.4048
H 1.5900 -3.3513 3.3102
H -0.1440 -4.0165 -0.3889
H -1.1321 -3.1253 2.3632
H -1.7515 -2.5486 0.7850
H -1.9472 -4.2275 1.2461
H 0.5756 -4.9003 2.4432
H -0.0656 -5.8137 1.0919
H 1.6065 -5.2835 1.0603
H 2.9621 -3.6907 1.0149
H 3.8938 -1.1797 -0.4710
H 3.9431 -1.4826 1.2630
H 4.9127 -2.4567 0.1682
H 2.5730 -3.1729 -1.9719
H 3.9035 -4.1274 -1.3110
H 2.2385 -4.6518 -1.0944
O -2.2582 -4.8273 -3.4948
S -2.5443 -4.3734 -2.1797
O -2.2931 -5.2247 -1.0572
N -1.6572 -2.9386 -1.8842
C -2.4806 -1.9983 -1.6449
S -1.9042 -0.3878 -1.3758
C -3.9123 -2.2537 -1.7053
C -4.9615 -1.3711 -1.4851
C -6.2525 -1.8286 -1.6934
C -6.4868 -3.1411 -2.0821
C -5.4336 -4.0423 -2.2393
C -4.1561 -3.5759 -2.0503
H -4.7647 -0.3582 -1.1662
H -7.0842 -1.1562 -1.5654
H -7.4995 -3.4699 -2.2601
H -5.6108 -5.0691 -2.5137
C -1.8651 -0.1883 2.1497
C -1.5739 1.2273 2.6520
C -2.7418 1.7329 3.4915
P -1.0240 2.1813 1.1182
C -2.4522 3.2263 0.4709
C -3.0318 4.2962 1.3930
C -3.5493 2.3295 -0.1011
C 0.2667 3.3817 1.7693
C -0.0273 3.9891 3.1411
C 0.5604 4.4476 0.7170
H -2.0446 -0.8624 2.9884
H -0.9840 -0.5737 1.5673
H -2.7486 -0.1994 1.5028
H -0.6796 1.1922 3.2918
H -3.6692 1.7319 2.9254
H -2.5578 2.7267 3.8860
H -2.8749 1.0671 4.3426
H -1.9980 3.7649 -0.3687
H -3.4693 3.8953 2.2971
H -3.8312 4.7984 0.8516
H -2.2982 5.0529 1.6536
H -4.1309 1.8419 0.6780
H -3.1266 1.5699 -0.7573
H -4.2340 2.9295 -0.6966
H 1.1771 2.7750 1.8551
H -0.9581 4.5469 3.1542
H 0.7722 4.6877 3.3869
H -0.0575 3.2348 3.9265
H -0.2776 5.1232 0.5779
H 0.8054 3.9824 -0.2355
H 1.4189 5.0391 1.0228



115
Properties=species:S:1:pos:R:3 method="wB97M-V/def2-TZVPD" de_lowest_kcal_mol=4.0 gap_ev=6.77 fmax_ev_per_a=2.33 e_tot_ev=-137026.80996 lumo_ha=-0.0679 charge=+1 multiplicity=1
Ti -0.0204 -0.4091 -0.5042
C -4.0252 -3.5362 1.6383
N -3.8037 -2.1756 1.1758
C -5.0326 -1.4190 0.9832
C -2.8148 -1.8232 0.2290
N -1.9778 -0.8836 0.5077
C -2.0059 -0.3129 1.8641
C -0.5870 0.0215 2.3052
N 0.1333 0.7769 1.2432
C -0.4879 2.1192 0.9904
C -1.4643 2.1742 -0.1977
N -0.9714 1.3913 -1.3348
C -1.3504 1.6767 -2.5474
N -0.7989 0.9892 -3.6005
C 0.4450 0.2442 -3.4825
C -1.5105 0.8123 -4.8578
N -2.2967 2.6420 -2.8303
C -3.6325 2.5386 -2.2674
C -2.1274 3.5925 -3.9155
C 1.5841 0.8843 1.5725
C 2.3740 1.4006 0.3873
N 2.1947 0.5339 -0.7893
C 3.2067 0.4796 -1.6027
N 3.2985 -0.4910 -2.5560
C 2.8813 -1.8646 -2.3105
C 4.0708 -0.3166 -3.7740
N 4.2210 1.4262 -1.6412
C 5.6006 1.0075 -1.4874
C 3.9429 2.8365 -1.4946
N -2.8134 -2.3604 -1.0436
C -2.0612 -1.6652 -2.0612
C -3.1053 -3.7625 -1.3600
H -4.4769 -3.4822 2.6301
H -3.0801 -4.0660 1.7385
H -4.7050 -4.1119 1.0009
H -5.6125 -1.4307 1.9065
H -5.6576 -1.8272 0.1776
H -4.7972 -0.3815 0.7449
H -2.4429 -1.0150 2.5763
H -2.6343 0.5834 1.8825
H -0.0305 -0.9012 2.4634
H -0.6069 0.6100 3.2307
H 0.3121 2.8328 0.8044
H -1.0076 2.4534 1.8931
H -1.6019 3.2242 -0.4775
H -2.4395 1.8027 0.1212
H 1.3166 0.8461 -3.7497
H 0.4029 -0.6345 -4.1243
H 0.6581 -0.1014 -2.4684
H -2.5534 1.0810 -4.7345
H -1.4667 -0.2394 -5.1450
H -1.0854 1.4061 -5.6694
H -3.6787 1.7174 -1.5596
H -4.3606 2.3388 -3.0602
H -3.9261 3.4583 -1.7571
H -1.0937 3.5921 -4.2509
H -2.3635 4.5950 -3.5547
H -2.7754 3.3818 -4.7703
H 1.9243 -0.1209 1.8251
H 1.7235 1.5459 2.4357
H 3.4219 1.4651 0.6914
H 2.0581 2.4225 0.1592
H 3.7590 -2.4989 -2.1533
H 2.3373 -2.2499 -3.1782
H 2.2341 -1.9098 -1.4351
H 4.9783 -0.9269 -3.7556
H 4.3465 0.7235 -3.9131
H 3.4724 -0.6446 -4.6273
H 5.9440 1.1185 -0.4537
H 6.2531 1.6034 -2.1293
H 5.7075 -0.0382 -1.7688
H 2.8825 3.0212 -1.6586
H 4.5036 3.3941 -2.2494
H 4.2169 3.2330 -0.5109
H -2.4816 -0.6737 -2.2324
H -2.0831 -2.2320 -2.9907
H -0.9945 -1.6218 -1.7749
H -3.2234 -4.3608 -0.4731
H -2.2554 -4.1786 -1.9024
H -4.0001 -3.8506 -1.9786
C 0.5477 -2.0164 -0.0308
Ge 1.0391 -3.8220 0.3354
C 1.0563 -4.9621 -1.2546
C 1.5556 -6.2673 -1.2180
C 1.5188 -7.0823 -2.3422
C 0.9790 -6.6064 -3.5304
C 0.4827 -5.3119 -3.5903
C 0.5279 -4.5028 -2.4601
C 2.8248 -3.9321 1.1309
C 3.0440 -3.5428 2.4549
C 4.3179 -3.5465 3.0077
C 5.4072 -3.9398 2.2422
C 5.2125 -4.3323 0.9264
C 3.9333 -4.3262 0.3799
C -0.2253 -4.6084 1.6193
C -0.8822 -5.8210 1.4016
C -1.7311 -6.3636 2.3637
C -1.9367 -5.7056 3.5676
C -1.3097 -4.4877 3.7981
C -0.4795 -3.9454 2.8265
H 1.9801 -6.6583 -0.2995
H 1.9109 -8.0897 -2.2925
H 0.9503 -7.2418 -4.4058
H 0.0676 -4.9347 -4.5170
H 0.1626 -3.4812 -2.5143
H 2.2128 -3.2423 3.0786
H 4.4599 -3.2504 4.0394
H 6.3995 -3.9503 2.6737
H 6.0548 -4.6532 0.3265
H 3.8016 -4.6501 -0.6471
H -0.7217 -6.3658 0.4766
H -2.2210 -7.3111 2.1774
H -2.5837 -6.1371 4.3202
H -1.4698 -3.9617 4.7307
H -0.0138 -2.9858 3.0209



Question: Look up the multiplicity of the second one.
Answer: 1



Question: The highest multiplicity belongs to which entry?
Answer: C40H61N2O2P3S2W



Question: Which of these has the highest multiplicity?
Answer: C40H61N2O2P3S2W